5 unconnected molecules or ions with the total composition C32H35N4 in a non-equilibrium geometry. Source: OMol25; level of theory: ωB97M-V/def2-TZVPD.

Results
- orbital gap (Eh) = 0.1986
- LUMO level (eV) = -4.85
- total charge = +1

Last column: Löwdin charge in e.
Atoms and positions in Å:
1 C -1.829 -1.323 -2.045  -0.01
2 C -2.886 -0.417 -2.570  -0.15
3 N -2.898 1.094 -2.511  -0.05
4 C -4.190 1.657 -1.964  -0.20
5 N -5.003 1.108 -0.812  0.16
6 N -4.680 2.800 -2.589  0.18
7 C -1.672 1.658 -1.801  -0.16
8 C -0.529 2.439 -2.656  0.06
9 C 0.638 2.984 -1.662  -0.02
10 C 0.559 2.669 -0.091  -0.09
11 N -0.457 1.958 0.733  0.03
12 C -1.523 1.522 -0.211  -0.06
13 H -1.982 -1.742 -0.939  0.10
14 H -0.900 -1.692 -2.656  0.09
15 H -3.795 -0.938 -3.140  0.13
16 H -4.472 0.431 -0.222  0.10
17 H -5.434 1.878 -0.249  0.13
18 H -5.444 3.403 -2.188  0.16
19 H -4.326 3.071 -3.551  0.17
20 H -0.577 2.612 -3.812  0.11
21 H 1.539 3.607 -2.099  0.11
22 H 1.481 3.078 0.552  0.12
23 H -2.433 0.965 0.331  0.11
24 C 1.261 -4.541 0.724  -0.09
25 C 1.412 -3.576 -0.272  -0.10
26 C 1.103 -2.243 -0.003  -0.12
27 C 0.652 -1.873 1.264  -0.11
28 C 0.505 -2.838 2.260  -0.09
29 C 0.805 -4.173 1.989  -0.09
30 H 1.499 -5.581 0.513  0.10
31 H 1.769 -3.863 -1.257  0.10
32 H 1.214 -1.492 -0.781  0.09
33 H 0.416 -0.834 1.475  0.08
34 H 0.155 -2.550 3.249  0.10
35 H 0.685 -4.925 2.764  0.10
36 C -8.687 -0.658 -4.835  -0.08
37 C -7.565 -0.082 -4.239  -0.10
38 C -7.519 1.294 -4.020  -0.11
39 C -8.601 2.094 -4.388  -0.10
40 C -9.725 1.518 -4.981  -0.08
41 C -9.766 0.143 -5.208  -0.08
42 H -8.720 -1.730 -5.009  0.11
43 H -6.725 -0.707 -3.946  0.09
44 H -6.642 1.743 -3.562  0.05
45 H -8.568 3.167 -4.213  0.10
46 H -10.568 2.142 -5.266  0.11
47 H -10.639 -0.304 -5.675  0.11
48 C 4.161 1.175 1.702  -0.12
49 C 5.492 1.310 1.309  -0.09
50 C 6.391 2.007 2.116  -0.09
51 C 5.961 2.560 3.322  -0.11
52 C 4.630 2.422 3.717  -0.09
53 C 3.729 1.733 2.905  -0.11
54 H 3.460 0.635 1.071  0.09
55 H 5.829 0.873 0.372  0.10
56 H 7.427 2.117 1.806  0.11
57 H 6.662 3.099 3.954  0.11
58 H 4.295 2.852 4.658  0.10
59 H 2.692 1.630 3.210  0.10
60 C 6.818 -3.490 3.895  -0.10
61 C 7.940 -2.914 4.491  -0.10
62 C 7.985 -1.538 4.711  -0.09
63 C 6.904 -0.738 4.343  -0.09
64 C 5.780 -1.313 3.750  -0.09
65 C 5.739 -2.689 3.522  -0.09
66 H 6.785 -4.562 3.721  0.10
67 H 8.780 -3.539 4.784  0.10
68 H 8.862 -1.089 5.169  0.10
69 H 6.937 0.335 4.518  0.09
70 H 4.937 -0.690 3.465  0.08
71 H 4.866 -3.136 3.055  0.10